One molecule with the formula C19H21NO5, computed with ωB97M-V/def2-TZVPD.

Its charge is 0. The total energy comes out at -31771.6482 eV. The calculation puts the highest occupied orbital energy at -0.3110 Eh. As for the structure (SMILES): COc1ccccc1OCCC(=O)OCC(=O)NCc1ccccc1.

CARTESIAN COORDINATES (ANGSTROEM)
C: -3.09 -2.96 1.24
H: -2.93 -3.62 2.09
O: -1.83 -2.42 0.94
C: -1.73 -1.53 -0.10
C: -2.79 -1.14 -0.90
C: -2.59 -0.22 -1.93
C: -1.34 0.31 -2.16
C: -0.27 -0.08 -1.37
C: -0.45 -1.00 -0.35
O: 0.64 -1.35 0.43
C: 0.96 -2.74 0.44
C: 2.49 -2.87 0.54
C: 3.07 -1.88 -0.45
O: 3.03 -1.99 -1.65
O: 3.56 -0.83 0.20
C: 3.93 0.33 -0.54
C: 3.22 1.58 0.01
O: 3.65 2.69 -0.22
N: 2.14 1.32 0.76
H: 1.80 0.37 0.84
C: 1.37 2.36 1.41
C: -0.01 2.47 0.84
C: -1.07 1.77 1.40
C: -2.34 1.86 0.87
C: -2.57 2.66 -0.24
C: -1.52 3.35 -0.82
C: -0.25 3.26 -0.28
H: 0.57 3.80 -0.73
H: -1.70 3.97 -1.68
H: -3.56 2.73 -0.65
H: -3.16 1.32 1.32
H: -0.89 1.15 2.27
H: 1.93 3.29 1.25
H: 1.32 2.15 2.48
H: 3.67 0.19 -1.59
H: 5.01 0.48 -0.46
H: 2.83 -2.60 1.54
H: 2.78 -3.88 0.29
H: 0.47 -3.23 1.29
H: 0.62 -3.20 -0.49
H: 0.72 0.31 -1.54
H: -1.18 1.02 -2.95
H: -3.43 0.07 -2.54
H: -3.78 -1.53 -0.74
H: -3.48 -3.55 0.40
H: -3.81 -2.18 1.50

An isolated ion of composition C5H13N2 and charge +1 in a non-equilibrium geometry, computed with ωB97M-V/def2-TZVPD.

Its charge is +1. The total energy comes out at -8367.1608 eV. The calculation puts the highest occupied orbital energy at -0.4669 Eh. As for the structure (SMILES): C[C@H](N)C/C=C/[NH3+].

CARTESIAN COORDINATES (ANGSTROEM)
C: 1.47 -1.06 -0.96
C: 0.53 -1.48 0.31
C: -0.88 -0.81 0.07
C: -0.65 0.73 -0.31
C: -0.84 1.73 0.54
N: -0.62 3.16 0.18
N: 0.72 -2.90 0.71
H: 0.83 -0.99 -1.88
H: 2.10 -1.96 -1.15
H: 2.01 -0.16 -0.78
H: 0.75 -1.01 1.25
H: -1.54 -0.87 0.93
H: -1.39 -1.16 -0.79
H: 0.11 0.97 -1.03
H: -1.33 1.69 1.54
H: -0.98 3.38 -0.77
H: 0.40 3.47 0.25
H: -1.16 3.83 0.87
H: 0.61 -3.47 -0.23
H: -0.12 -3.08 1.25

C17H21IN6O5Pt as an isolated structure, computed with ωB97M-V/def2-TZVPD.

Its charge is +2. The total energy comes out at -48479.7423 eV. The calculation puts the highest occupied orbital energy at -0.5386 Eh.

CARTESIAN COORDINATES (ANGSTROEM)
Pt: -0.16 0.37 -0.19
C: 2.91 2.17 -3.08
C: 3.40 1.87 -1.70
N: 4.59 2.29 -1.33
C: 5.06 2.02 -0.11
C: 4.37 1.31 0.84
C: 4.94 1.14 2.24
O: 4.90 -0.21 2.69
C: 3.09 0.83 0.47
C: 2.31 0.10 1.44
N: 1.02 0.02 1.49
C: 0.43 -0.43 2.74
C: 1.17 -0.40 3.93
C: 0.60 -0.79 5.13
C: -0.72 -1.19 5.19
C: -1.49 -1.17 4.04
C: -0.91 -0.79 2.85
I: -2.16 -0.70 1.19
C: 2.61 1.10 -0.81
O: 1.48 0.58 -1.28
H: 3.68 2.71 -3.63
H: 2.00 2.78 -3.05
H: 2.65 1.26 -3.62
H: 6.04 2.42 0.12
H: 4.34 1.71 2.95
H: 5.95 1.54 2.27
H: 5.69 -0.68 2.40
H: 2.90 -0.35 2.24
H: 2.19 -0.05 3.94
H: 1.21 -0.77 6.02
H: -1.17 -1.49 6.13
H: -2.54 -1.44 4.08
N: -0.18 2.39 0.11
N: -1.33 2.88 -0.56
C: -1.79 2.15 -1.68
O: -2.50 2.61 -2.50
O: -1.39 0.86 -1.65
H: -0.22 2.64 1.09
H: 0.68 2.76 -0.30
H: -1.39 3.89 -0.64
C: 0.87 -4.09 -0.99
N: -0.14 -3.50 -1.86
C: -0.53 -2.23 -1.77
N: -1.44 -1.75 -2.60
O: 0.02 -1.55 -0.83
H: 1.03 -5.12 -1.31
H: 0.53 -4.09 0.05
H: 1.81 -3.54 -1.06
H: -0.52 -4.06 -2.60
H: -1.82 -2.33 -3.34
H: -1.68 -0.77 -2.58

An isolated ion of composition C4H7N2O2S and charge +1 in a non-equilibrium geometry, computed with ωB97M-V/def2-TZVPD.

Its charge is +1. The total energy comes out at -22164.1633 eV. The calculation puts the highest occupied orbital energy at -0.4585 Eh.

CARTESIAN COORDINATES (ANGSTROEM)
C: 0.48 -1.17 -0.44
C: -0.55 -0.35 -0.89
C: 1.20 -0.85 0.74
C: -0.81 0.83 -0.22
N: 2.23 -1.60 0.99
N: -1.72 1.67 -0.69
O: 0.80 -2.25 -1.14
O: -1.27 -0.64 -2.00
S: 3.26 -1.55 2.20
H: 0.91 -0.05 1.41
H: -0.29 1.13 0.67
H: 1.57 -2.69 -0.73
H: -2.20 1.43 -1.54
H: -0.99 -1.49 -2.36
H: -1.92 2.55 -0.24
H: 2.79 -0.52 2.97